1.
This record from OMol25 describes 20 unconnected molecules or ions with the total composition C52H76N20O24. The level of theory is wB97M-V/def2-TZVPD.

Properties
- frontier orbital gap (hartree) = 0.335
- E_LUMO (eV) = 0.02
- ΔE to the lowest compared entry with this formula, charge and spin (eV) = 0.6165
- multiplicity = 1
- HOMO (Ha) = -0.335

The geometry in XYZ format:
```
172
C52H76N20O24, DFT wB97M-V/def2-TZVPD
N -1.49807 4.29294 3.47454
C -1.65909 5.61241 3.46847
C -1.87522 6.36396 2.30927
C -1.84208 5.72276 1.13177
C -1.69511 4.32506 1.08059
C -1.47433 3.68826 2.24902
H -1.48665 6.04757 4.45599
H -1.94200 7.45892 2.37609
H -1.78900 6.30435 0.20324
H -1.68915 3.77735 0.14341
H -1.39248 2.60968 2.24650
N 3.85948 5.83871 0.09207
C 4.31147 4.65646 -0.31189
C 3.54960 3.48747 -0.38866
C 2.23677 3.64522 -0.01271
C 1.70493 4.87073 0.37653
C 2.60629 5.90945 0.43209
H 5.38842 4.61848 -0.42789
H 3.96786 2.56535 -0.78547
H 1.55319 2.83541 0.01785
H 0.67575 5.05349 0.65816
H 2.24149 6.96051 0.56469
N 6.06193 1.49583 0.07505
C 7.02499 1.29300 0.96677
C 8.35314 1.45985 0.70020
C 8.74228 1.68624 -0.61441
C 7.79737 1.88158 -1.56767
C 6.44616 1.79274 -1.16903
H 6.65995 0.85458 1.90460
H 9.04312 1.41255 1.52265
H 9.76306 1.86899 -0.94330
H 8.12191 2.07793 -2.55504
H 5.67125 2.03465 -1.91629
N -5.95121 0.41777 0.53031
C -5.25508 1.41635 -0.01982
C -4.78390 2.51838 0.68656
C -5.01607 2.62386 2.04120
C -5.64489 1.56854 2.62249
C -6.09384 0.53724 1.86014
H -5.07535 1.28336 -1.05438
H -4.32569 3.31997 0.14880
H -4.74065 3.50004 2.62110
H -5.76567 1.53517 3.70263
H -6.65274 -0.28042 2.33399
N -4.23013 -0.38248 -4.12286
C -5.22760 0.28152 -3.50005
C -6.20367 -0.29685 -2.68544
C -6.11479 -1.62714 -2.38734
C -5.13211 -2.32987 -3.03526
C -4.25214 -1.68512 -3.86584
H -5.20127 1.34781 -3.70935
H -7.04192 0.26626 -2.19748
H -6.90281 -2.10325 -1.80400
H -5.05461 -3.38579 -2.79646
H -3.47709 -2.29460 -4.29216
N -0.18735 0.14546 0.13507
C -0.52078 -0.16692 -1.09958
C -1.75987 -0.65623 -1.57470
C -2.74088 -0.68969 -0.62378
C -2.50799 -0.33912 0.70315
C -1.18514 0.05075 1.00665
H 0.30206 -0.15390 -1.75188
H -1.99653 -1.10926 -2.53971
H -3.65737 -1.22780 -0.77215
H -3.26182 -0.49230 1.43008
H -0.91201 0.35712 1.98543
N -0.65516 4.10797 -2.47614
C -1.39781 3.29570 -3.25798
C -1.03842 2.82919 -4.50540
C 0.02128 3.44008 -5.13533
C 0.79395 4.36097 -4.44078
C 0.42433 4.60728 -3.09490
H -2.34889 2.97250 -2.87170
H -1.63090 2.09731 -5.03986
H 0.27814 3.15210 -6.14177
H 1.60730 4.78195 -4.95274
H 1.01178 5.29264 -2.48351
N 2.69539 -3.84523 -3.32161
C 2.50860 -4.79003 -4.27216
C 1.34548 -4.96210 -5.07190
C 0.34188 -4.01040 -4.87642
C 0.52314 -3.00076 -3.94763
C 1.70646 -2.98835 -3.25700
H 3.34352 -5.50469 -4.43400
H 1.19630 -5.65999 -5.84676
H -0.61014 -4.06862 -5.45218
H -0.27679 -2.27739 -3.82430
H 1.86600 -2.21589 -2.55723
C 4.07913 -4.68429 -0.18210
N 3.50695 -5.73328 0.73803
O 3.75366 -6.89122 0.40054
O 2.98025 -5.36577 1.76142
H 5.15014 -4.67082 0.03223
H 3.71146 -3.68835 0.03525
H 3.89350 -4.89904 -1.20700
C -4.92263 -3.39976 1.17800
N -5.28616 -3.28850 2.63960
O -6.01221 -4.15849 3.08436
O -4.82768 -2.32093 3.22798
H -3.95679 -3.87037 1.16728
H -4.82544 -2.43986 0.77032
H -5.61268 -4.00323 0.60511
C 3.04758 0.32865 1.52396
N 3.13497 0.47257 2.97089
O 3.90523 1.31731 3.46001
O 2.41158 -0.20755 3.65715
H 3.67220 1.08682 1.07101
H 1.99662 0.48407 1.21200
H 3.31765 -0.69075 1.30816
C -2.33063 1.66308 5.73899
N -2.26822 0.57089 4.71798
O -2.57408 0.84399 3.56298
O -1.87363 -0.52857 5.09404
H -2.56152 2.59274 5.18632
H -1.44142 1.70671 6.39392
H -3.25590 1.47173 6.30484
C 3.40344 2.59825 -4.04764
N 2.29696 1.65422 -3.85335
O 1.71470 1.66573 -2.78605
O 2.04987 0.85590 -4.71903
H 3.34565 3.43241 -3.30123
H 3.27289 2.89426 -5.07853
H 4.30657 2.04490 -3.86870
C 1.19155 -2.79640 6.69315
N 2.55217 -3.11829 6.16968
O 2.77232 -3.32336 5.00929
O 3.40446 -3.09167 7.06186
H 0.42355 -3.26346 6.10064
H 1.07896 -1.72913 6.79241
H 1.01260 -3.22944 7.70661
C 2.01639 3.75630 4.67809
N 0.98623 2.72976 4.52363
O 0.57933 2.37879 3.48001
O 0.47564 2.43831 5.60338
H 2.92852 3.17844 4.89156
H 1.83985 4.29990 5.57631
H 2.06585 4.30340 3.72021
C -0.87925 0.01269 -7.42946
N -1.34495 -1.13483 -6.56211
O -1.58202 -2.17149 -7.13355
O -1.44149 -0.87062 -5.37367
H -0.97556 -0.20498 -8.48207
H 0.14080 0.38300 -7.16369
H -1.58627 0.79674 -7.26117
C 5.22454 -2.10624 -2.68453
N 4.65173 -0.77443 -2.95718
O 3.69244 -0.55169 -2.29268
O 5.24121 0.00641 -3.71900
H 5.87145 -2.38879 -3.49066
H 4.35857 -2.75424 -2.56442
H 5.71382 -1.89557 -1.74601
C 0.37516 -3.03673 2.01536
N -0.91656 -3.73698 1.91172
O -1.51202 -3.98080 2.90954
O -1.18348 -4.05621 0.76695
H 0.48747 -2.43150 1.12090
H 1.12994 -3.81969 1.98427
H 0.52040 -2.53921 2.98027
C -5.67519 -2.69986 6.32754
N -5.64099 -1.25238 6.02434
O -6.70991 -0.73567 5.82567
O -4.58476 -0.64342 5.99907
H -4.73330 -3.09250 5.90429
H -6.53090 -3.09911 5.80018
H -5.71861 -2.85864 7.41927
C -0.62693 -5.98319 -1.63227
N 0.89610 -5.94405 -1.58036
O 1.56558 -6.84636 -2.10212
O 1.41032 -5.00775 -1.02840
H -1.02424 -5.76066 -0.65165
H -0.83126 -7.00600 -2.03446
H -0.88309 -5.25749 -2.37674
```

Löwdin atomic charge list, values in e, 99 entries: N 0.081; C -0.143; C -0.087; C -0.100; C -0.096; C -0.160; H 0.107; H 0.112; H 0.118; H 0.097; H 0.073; N 0.053; C -0.145; C -0.077; C -0.074; C -0.061; C -0.194; H 0.098; H 0.067; H 0.089; H 0.078; H 0.118; N 0.067; C -0.150; C -0.063; C -0.083; C -0.063; C -0.146; H 0.115; H 0.103; H 0.113; H 0.096; H 0.087; N 0.082; C -0.161; C -0.057; C -0.070; C -0.086; C -0.159; H 0.062; H 0.089; H 0.116; H 0.113; H 0.108; N 0.081; C -0.147; C -0.100; C -0.101; C -0.088; C -0.192; H 0.103; H 0.124; H 0.117; H 0.107; H 0.091; N 0.077; C -0.141; C -0.027; C -0.093; C -0.032; C -0.144; H 0.066; H 0.079; H 0.078; H 0.076; H 0.072; N 0.086; C -0.138; C -0.068; C -0.097; C -0.075; C -0.141; H 0.097; H 0.094; H 0.103; H 0.085; H 0.100; N 0.054; C -0.122; C -0.044; C -0.082; C -0.059; C -0.177; H 0.117; H 0.088; H 0.112; H 0.080; H 0.084; C 0.016; N -0.429; O 0.058; O 0.061; H 0.103; H 0.085; H 0.052; C 0.067; N -0.401; O 0.068; O 0.057



2.
This record from OMol25 describes a molecular structure, C52H80AgN2Sb2Si4. The level of theory is wB97M-V/def2-TZVPD.

Properties
- frontier orbital gap (hartree) = 0.238
- E_LUMO (eV) = 2.35
- ΔE to the lowest compared entry with this formula, charge and spin (eV) = 0.4878
- multiplicity = 1
- HOMO (Ha) = -0.152
- charge = -1

The geometry in XYZ format:
```
141
C52H80AgN2Sb2Si4, DFT wB97M-V/def2-TZVPD
Ag 0.71843 1.31156 -0.30380
C 3.43797 -1.82871 3.00346
Sb 1.66054 -1.55066 1.77204
C 2.33059 0.29492 0.90782
C 2.77708 1.40912 1.78910
C 1.91204 2.11356 2.65026
C 2.35783 3.21411 3.34677
C 3.67547 3.63809 3.20594
C 4.48281 2.90384 2.36099
N 4.06412 1.82372 1.68526
Si 3.72860 -0.11968 -0.29750
C 5.38846 -0.85032 0.22012
C 4.07614 1.30910 -1.48092
C 3.07076 -1.50712 -1.42223
C 0.29034 -1.68794 3.65886
C -1.00061 -1.05244 3.17228
C -2.23005 -1.17601 3.85000
C -3.38072 -0.62930 3.31148
C -3.31741 0.04718 2.09951
C -2.08372 0.13373 1.48334
N -0.96277 -0.39881 1.99701
Si 0.04327 -3.55158 3.73288
C -0.96060 -4.13801 2.27710
C -0.89326 -4.14418 5.25471
C 1.65686 -4.50105 3.72450
Si 0.83411 -1.03236 5.32423
C 1.99646 -2.19007 6.23750
C -0.61701 -0.80014 6.50475
C 1.65989 0.63515 5.33630
H 4.23702 -2.25820 2.39085
H 3.23101 -2.50777 3.83204
H 3.78181 -0.86150 3.38867
H 0.88404 1.77351 2.73218
H 1.68124 3.75743 3.99786
H 4.05495 4.49896 3.73755
H 5.52276 3.18123 2.21304
H 5.88455 -0.27716 1.01248
H 6.04108 -0.86651 -0.66615
H 5.27242 -1.88813 0.55927
H 4.86891 1.95992 -1.08642
H 3.17852 1.92807 -1.62433
H 4.39086 0.92770 -2.46471
H 3.37656 -2.50478 -1.06581
H 3.43599 -1.38755 -2.45401
H 1.97706 -1.49082 -1.44496
H -2.26839 -1.71337 4.79006
H -4.32710 -0.73350 3.83124
H -4.19558 0.48394 1.63553
H -1.96960 0.64787 0.53641
H -1.95960 -3.68070 2.28846
H -1.08692 -5.22967 2.31529
H -0.47700 -3.87661 1.32900
H -1.95747 -3.87422 5.21334
H -0.47730 -3.73852 6.18769
H -0.82707 -5.23935 5.30527
H 2.21360 -4.34420 2.79090
H 1.43217 -5.57266 3.81428
H 2.31073 -4.22021 4.56160
H 1.56821 -3.18906 6.39555
H 2.20127 -1.75128 7.22247
H 2.95689 -2.30999 5.72438
H -1.18260 -1.72343 6.69512
H -1.31923 -0.04463 6.12776
H -0.22208 -0.44205 7.46463
H 2.49783 0.70376 4.63419
H 2.04138 0.82506 6.34904
H 0.94847 1.43416 5.08539
C 0.30797 3.83413 -3.03016
Si -0.17934 3.50659 -1.21940
C -2.08657 3.82992 -1.26438
C -2.68629 3.97368 0.14398
C -2.69611 2.57814 -1.90852
C -2.50743 5.04369 -2.10166
C 0.73984 4.91763 -0.27283
C 2.24403 4.59988 -0.41115
C 0.48738 6.33403 -0.79791
C 0.39742 4.87742 1.22775
H 0.10622 4.86680 -3.34631
H -0.23424 3.15525 -3.70491
H 1.38147 3.63475 -3.18153
H -2.30941 3.20524 0.83371
H -3.78632 3.88382 0.10231
H -2.45409 4.95198 0.58083
H -2.44745 1.67111 -1.34289
H -2.32703 2.43154 -2.93466
H -3.79579 2.65450 -1.95378
H -2.11763 5.98416 -1.69672
H -3.60780 5.11875 -2.12015
H -2.16412 4.95784 -3.14034
H 2.57279 4.63607 -1.45921
H 2.48198 3.59996 -0.02260
H 2.84298 5.32993 0.15745
H 0.68801 6.41678 -1.87532
H 1.14837 7.04680 -0.27866
H -0.54612 6.65649 -0.61956
H 0.51919 3.86647 1.63236
H -0.63183 5.19629 1.42171
H 1.06711 5.54877 1.79339
C -3.31341 -3.99183 -3.57837
C -1.82432 -4.26858 -3.55018
C -1.41337 -5.51164 -4.04737
C -0.08033 -5.89634 -4.08532
C 0.88803 -5.03020 -3.60407
C 0.50133 -3.79509 -3.10097
C -0.83970 -3.37882 -3.07203
Sb -0.91278 -1.34099 -2.26209
C -0.05887 -0.47279 -4.04307
C 0.99251 0.41158 -3.76558
C 1.79101 0.93757 -4.77298
C 1.53994 0.58044 -6.08969
C 0.48732 -0.28064 -6.38153
C -0.32114 -0.82233 -5.38054
C -1.44112 -1.74993 -5.79659
C -2.98488 -0.81346 -2.51942
C -3.39859 0.01527 -3.56282
C -4.73105 0.39524 -3.69225
C -5.65949 -0.04486 -2.75982
C -5.25059 -0.85322 -1.70110
C -3.91996 -1.24407 -1.56220
C -3.50666 -2.12424 -0.40776
H -3.79592 -4.62514 -4.32634
H -3.54423 -2.95625 -3.81125
H -3.77635 -4.21563 -2.61038
H -2.17180 -6.19088 -4.42690
H 0.19533 -6.86311 -4.49311
H 1.93768 -5.30818 -3.61431
H 1.27839 -3.13008 -2.72745
H 1.19333 0.70857 -2.74343
H 2.59787 1.62067 -4.52250
H 2.15656 0.97253 -6.89076
H 0.28454 -0.54862 -7.41589
H -1.84075 -1.44693 -6.76749
H -2.25825 -1.74804 -5.07583
H -1.08282 -2.78048 -5.88653
H -2.66656 0.37647 -4.28302
H -5.03687 1.04178 -4.51001
H -6.70119 0.24456 -2.84780
H -5.97954 -1.19075 -0.96841
H -4.36947 -2.44115 0.17891
H -2.82286 -1.59473 0.26192
H -2.98323 -3.02557 -0.75143
```

Löwdin atomic charge list, values in e, 99 entries: Ag 0.566; C -0.315; Sb 1.403; C -0.623; C -0.464; C -0.135; C -0.118; C -0.091; C -0.152; N 0.077; Si 0.356; C -0.202; C -0.194; C -0.245; C -0.524; C -0.407; C -0.062; C -0.059; C -0.081; C -0.178; N 0.057; Si 0.367; C -0.182; C -0.179; C -0.194; Si 0.432; C -0.183; C -0.183; C -0.170; H -0.013; H -0.052; H 0.009; H 0.097; H 0.110; H 0.089; H 0.098; H 0.020; H 0.028; H 0.005; H 0.026; H -0.009; H 0.023; H 0.025; H 0.032; H -0.061; H 0.079; H 0.105; H 0.109; H 0.062; H 0.029; H 0.037; H 0.011; H 0.029; H 0.009; H 0.035; H 0.018; H 0.037; H 0.015; H 0.016; H 0.037; H 0.018; H 0.018; H 0.033; H 0.035; H 0.022; H 0.042; H 0.035; C -0.235; Si 0.611; C -0.664; C -0.114; C -0.146; C -0.108; C -0.661; C -0.128; C -0.110; C -0.119; H 0.015; H 0.015; H 0.011; H 0.063; H 0.077; H 0.060; H 0.034; H 0.068; H 0.085; H 0.056; H 0.078; H 0.069; H 0.069; H 0.039; H 0.081; H 0.069; H 0.076; H 0.058; H 0.035; H 0.054; H 0.082; C -0.052